i) This record from the Open Molecules 2025 dataset describes 2 unconnected molecules or ions with the total composition CN4O2. The level of theory is ωB97M-V/def2-TZVPD.

Last columns: bonded neighbours and bond lengths (Å).
Geometry (Å):
1 N -0.908 0.936 0.272  C6 1.164
2 N -0.526 -1.343 -0.552  N4 1.229, C6 1.306
3 O 0.111 2.304 1.852  N7 1.127
4 N 0.175 -1.758 -1.472  N2 1.229, O5 1.228
5 O 0.747 -2.845 -1.483  N4 1.228
6 C -0.705 -0.084 -0.251  N1 1.164, N2 1.306
7 N 1.105 2.790 1.634  O3 1.127

Output
total charge	0
spin multiplicity	1



ii) This record from the Open Molecules 2025 dataset describes 2 unconnected molecules or ions with the total composition CN4O2. The level of theory is ωB97M-V/def2-TZVPD.

Last columns: bonded neighbours and bond lengths (Å).
Geometry (Å):
1 C -0.151 -0.390 -0.256  N5 1.240, N6 1.187
2 O 3.189 -0.850 1.122  N7 1.130
3 N -2.271 0.454 -0.662  O4 1.193, N5 1.263
4 O -3.039 1.366 -0.686  N3 1.193
5 N -1.085 0.426 -0.229  C1 1.240, N3 1.263
6 N 0.859 -0.981 -0.063  C1 1.187
7 N 2.499 -0.026 0.773  O2 1.130

Output
total charge	0
spin multiplicity	1



Best to worst by energy: i), ii).



i) This record from the Open Molecules 2025 dataset describes 2 unconnected molecules or ions with the total composition CH2N2O3S. The level of theory is ωB97M-V/def2-TZVPD.

Last columns: bonded neighbours and bond lengths (Å).
Geometry (Å):
1 N -0.727 0.693 0.831  S5 1.565, O6 1.367
2 N 2.207 -0.665 0.347  H3 0.947, C4 1.182
3 H 2.938 -0.132 0.071  N2 0.947
4 C 1.234 -1.261 0.036  N2 1.182, O7 1.151
5 S -1.879 -0.274 0.400  N1 1.565, O8 1.471
6 O -0.508 1.736 -0.025  N1 1.367, H9 0.905
7 O 0.393 -2.007 -0.210  C4 1.151
8 O -2.458 0.247 -0.848  S5 1.471
9 H -1.201 1.663 -0.602  O6 0.905

Output
total charge	0
spin multiplicity	3



ii) This record from the Open Molecules 2025 dataset describes CH2N2O3S in the gas phase. The level of theory is ωB97M-V/def2-TZVPD.

Last columns: bonded neighbours and bond lengths (Å).
Geometry (Å):
1 N -0.016 -1.876 0.082  N3 1.145
2 H 1.767 0.340 -0.913  C4 1.104
3 N 0.959 -1.278 0.034  N1 1.145, C4 1.467
4 C 1.201 0.169 0.021  H2 1.104, N3 1.467, H5 1.101, O7 1.338
5 H 1.876 0.320 0.877  C4 1.101
6 O -2.277 0.701 1.130  S8 1.433
7 O 0.088 0.907 0.110  C4 1.338, S8 1.808
8 S -1.571 0.199 -0.010  O6 1.433, O7 1.808, O9 1.434
9 O -2.029 0.518 -1.331  S8 1.434

Output
total charge	0
spin multiplicity	3



iii) This record from the Open Molecules 2025 dataset describes CH2N2O3S in the gas phase. The level of theory is ωB97M-V/def2-TZVPD.

Last columns: bonded neighbours and bond lengths (Å).
Geometry (Å):
1 N -0.322 -0.396 0.760  S3 1.719, N8 1.519, C9 1.443
2 H 0.728 0.217 2.920  S3 1.422
3 S 0.142 0.884 1.809  N1 1.719, H2 1.422
4 H -0.658 -0.968 -1.242  C9 1.062
5 O 0.528 0.601 -1.152  C9 1.185
6 O -1.179 -1.476 2.522  N8 1.188
7 O -1.153 -2.558 0.639  N8 1.190
8 N -0.980 -1.627 1.360  N1 1.519, O6 1.188, O7 1.190
9 C -0.179 -0.216 -0.665  N1 1.443, H4 1.062, O5 1.185

Output
total charge	0
spin multiplicity	3



Best to worst by energy: ii), i), iii).



i) This record from the Open Molecules 2025 dataset describes CH8N2O2Si2 in the gas phase. The level of theory is ωB97M-V/def2-TZVPD.

Last columns: bonded neighbours and bond lengths (Å).
Geometry (Å):
1 H 1.551 -3.187 -0.266  Si3 1.451
2 O -0.241 -1.075 -2.249  Si8 1.667, H14 0.919
3 Si 1.723 -1.807 0.147  H1 1.451, H5 1.636, Si8 2.432, H13 1.462
4 C -0.755 1.157 0.881  O6 1.232, N9 1.392, N10 1.376
5 H 2.982 -1.071 -0.594  Si3 1.636
6 O -0.472 0.304 1.724  C4 1.232
7 H -0.362 1.722 -1.035  N9 1.001
8 Si -0.401 -0.887 -0.600  O2 1.667, Si3 2.432, N9 1.842, H11 1.555
9 N -0.652 0.934 -0.488  C4 1.392, H7 1.001, Si8 1.842
10 N -0.981 2.453 1.285  C4 1.376, H12 0.988, H15 1.010
11 H -1.880 -1.212 -0.245  Si8 1.555
12 H -0.673 2.699 2.191  N10 0.988
13 H 2.051 -1.885 1.569  Si3 1.462
14 H -0.787 -1.345 -2.937  O2 0.919
15 H -1.104 3.199 0.616  N10 1.010

Output
SMILES	NC(=O)N[Si@@H](O)[SiH3]
total charge	0
spin multiplicity	1



ii) This record from the Open Molecules 2025 dataset describes 2 unconnected molecules or ions with the total composition CH8N2O2Si2. The level of theory is ωB97M-V/def2-TZVPD.

Last columns: bonded neighbours and bond lengths (Å).
Geometry (Å):
1 H 5.076 0.367 0.904  Si10 1.541
2 H -3.473 -1.238 -0.352  N14 0.965
3 H 2.769 -0.574 0.618  Si10 1.382
4 O -1.205 2.857 -0.348  H8 0.979, Si13 1.673
5 H 3.647 1.242 -0.577  Si10 1.474
6 N -1.851 0.316 0.023  C12 1.379, Si13 1.755, H15 1.110
7 H -2.813 -2.675 0.102  N14 0.968
8 H -2.077 3.241 -0.123  O4 0.979
9 O -0.842 -1.375 1.196  C12 1.210
10 Si 3.908 -0.086 0.007  H1 1.541, H3 1.382, H5 1.474, H11 1.512
11 H 4.197 -1.142 -1.036  Si10 1.512
12 C -1.712 -0.988 0.451  N6 1.379, O9 1.210, N14 1.365
13 Si -0.512 1.436 0.200  O4 1.673, N6 1.755
14 N -2.681 -1.746 -0.139  H2 0.965, H7 0.968, C12 1.365
15 H -2.428 0.366 -0.924  N6 1.110

Output
total charge	0
spin multiplicity	1



Best to worst by energy: i), ii).



i) This record from the Open Molecules 2025 dataset describes a gas-phase ion, C6H12N3O (charge +1). The level of theory is ωB97M-V/def2-TZVPD.

Last columns: bonded neighbours and bond lengths (Å).
Geometry (Å):
1 C 1.889 0.288 1.354  H2 1.206, H3 1.092, C7 1.491, H18 1.117
2 H 0.955 0.281 2.117  C1 1.206
3 H 2.732 0.812 1.809  C1 1.092
4 H 0.187 2.785 -1.080  C17 1.035
5 C -0.452 -1.253 -0.937  N8 1.305, H12 1.077, N13 1.337
6 H 2.054 1.807 -0.210  C7 1.135
7 C 1.496 0.848 0.029  C1 1.491, H6 1.135, H11 1.128, C21 1.537
8 N -0.710 -0.281 -0.106  C5 1.305, N16 1.438, C21 1.486
9 H -1.434 2.253 -1.496  C17 1.161
10 H -1.089 -3.271 -1.110  N13 1.053
11 H 1.775 0.080 -0.749  C7 1.128
12 H 0.286 -1.230 -1.721  C5 1.077
13 N -1.219 -2.317 -0.680  C5 1.337, H10 1.053, C15 1.347
14 O -1.751 -0.321 1.963  N16 1.216
15 C -1.900 -2.096 0.460  N13 1.347, N16 1.345, H22 1.018
16 N -1.554 -0.872 0.897  N8 1.438, O14 1.216, C15 1.345
17 C -0.344 1.919 -1.276  H4 1.035, H9 1.161, H19 1.067, C21 1.526
18 H 2.253 -0.767 1.334  C1 1.117
19 H -0.004 1.533 -2.210  C17 1.067
20 H -0.557 1.472 0.783  C21 1.095
21 C -0.026 1.038 -0.072  C7 1.537, N8 1.486, C17 1.526, H20 1.095
22 H -2.584 -2.708 0.899  C15 1.018

Output
SMILES	CC[C@@H](C)[n+]1c[nH]c[n+]1[O-]
total charge	+1
spin multiplicity	1



ii) This record from the Open Molecules 2025 dataset describes a gas-phase ion, C6H12N3O (charge +1). The level of theory is ωB97M-V/def2-TZVPD.

Last columns: bonded neighbours and bond lengths (Å).
Geometry (Å):
1 H 1.396 0.019 -1.878  O16 0.967
2 C -1.870 1.340 -0.302  H3 1.091, C8 1.533, C14 1.483, H19 1.090
3 H -2.204 1.998 0.502  C2 1.091
4 H -2.189 -1.963 0.306  C11 1.087
5 H -0.151 -1.148 -0.653  C6 1.092
6 C -0.458 -0.609 0.247  H5 1.092, H10 1.088, C11 1.539, C14 1.503
7 C 2.155 0.080 -0.102  N9 1.502, O16 1.341, N22 1.254
8 C -2.706 0.056 -0.355  C2 1.533, C11 1.531, H15 1.088, H20 1.092
9 N 3.443 -0.434 0.476  C7 1.502, H13 1.030, H17 1.032, H18 1.030
10 H 0.185 -0.900 1.076  C6 1.088
11 C -1.937 -0.930 0.528  H4 1.087, C6 1.539, C8 1.531, H21 1.089
12 N 0.519 1.627 0.144  C14 1.272, N22 1.329
13 H 3.391 -1.455 0.596  N9 1.030
14 C -0.496 0.873 0.002  C2 1.483, C6 1.503, N12 1.272
15 H -3.721 0.217 0.005  C8 1.088
16 O 1.977 -0.494 -1.301  H1 0.967, C7 1.341
17 H 4.233 -0.234 -0.158  N9 1.032
18 H 3.599 0.034 1.380  N9 1.030
19 H -1.908 1.926 -1.221  C2 1.090
20 H -2.766 -0.320 -1.378  C8 1.092
21 H -2.157 -0.741 1.578  C11 1.089
22 N 1.664 1.059 0.507  C7 1.254, N12 1.329

Output
SMILES	[NH3+]/C(O)=N/N=C1CCCC1
total charge	+1
spin multiplicity	1



iii) This record from the Open Molecules 2025 dataset describes 2 unconnected molecules or ions with the total composition C6H12N3O. The level of theory is ωB97M-V/def2-TZVPD.

Last columns: bonded neighbours and bond lengths (Å).
Geometry (Å):
1 H -3.864 -3.239 1.082  N8 1.004
2 H 2.796 1.392 0.498  C7 1.086
3 H 0.768 2.499 1.374  C10 1.095
4 H -4.541 -1.921 1.996  N8 1.005
5 C 2.733 -0.328 -1.602  H9 1.087, C11 1.511, H14 1.086, H16 1.086
6 C -2.791 -1.507 1.073  N8 1.332, O15 1.337, C17 1.398
7 C 1.889 1.514 -0.088  H2 1.086, C10 1.443, C11 1.416
8 N -3.816 -2.290 1.405  H1 1.004, H4 1.005, C6 1.332
9 H 3.381 0.206 -2.291  C5 1.087
10 C 0.995 2.576 0.306  H3 1.095, C7 1.443, H12 1.096, H19 1.086
11 C 1.629 0.591 -1.130  C5 1.511, C7 1.416, H18 1.097, H20 1.161
12 H 1.521 3.534 0.224  C10 1.096
13 H -1.356 -2.565 -0.285  C17 1.067
14 H 3.339 -0.686 -0.775  C5 1.086
15 O -2.705 -0.258 1.542  C6 1.337, N22 1.377
16 H 2.323 -1.186 -2.127  C5 1.086
17 C -1.666 -1.707 0.268  C6 1.398, H13 1.067, N21 1.338
18 H 1.045 1.018 -1.954  C11 1.097
19 H 0.073 2.610 -0.267  C10 1.086
20 H 0.780 0.005 -0.597  C11 1.161
21 N -0.980 -0.558 0.311  C17 1.338, N22 1.260
22 N -1.552 0.299 1.035  O15 1.377, N21 1.260

Output
total charge	+1
spin multiplicity	1



iv) This record from the Open Molecules 2025 dataset describes a gas-phase ion, C6H12N3O (charge +1). The level of theory is ωB97M-V/def2-TZVPD.

Last columns: bonded neighbours and bond lengths (Å).
Geometry (Å):
1 C -3.357 -0.839 0.121  O11 1.350, H12 1.082, N15 1.280
2 H 1.924 -2.471 -0.365  C5 1.052
3 H 0.103 -2.177 -0.551  C5 1.097
4 H 2.756 0.528 1.144  C10 1.175
5 C 1.057 -1.961 -0.056  H2 1.052, H3 1.097, H6 1.098, C21 1.622
6 H 0.853 -2.131 1.010  C5 1.098
7 N -2.446 1.051 -0.029  C13 1.345, N15 1.387, H20 1.023
8 C 0.076 0.654 0.285  H9 1.069, C13 1.589, N16 1.388, C21 1.688
9 H 0.287 0.486 1.319  C8 1.069
10 C 2.631 0.217 0.017  H4 1.175, H18 1.119, C21 1.593, H22 1.137
11 O -2.036 -1.028 0.318  C1 1.350, C13 1.362
12 H -3.955 -1.702 -0.143  C1 1.082
13 C -1.445 0.196 0.244  N7 1.345, C8 1.589, O11 1.362
14 H 0.835 2.488 0.511  N16 1.030
15 N -3.666 0.390 -0.056  C1 1.280, N7 1.387
16 N 0.074 2.013 0.004  C8 1.388, H14 1.030, H17 1.101
17 H 0.353 2.257 -1.033  N16 1.101
18 H 3.480 -0.458 -0.261  C10 1.119
19 H 1.045 -0.418 -1.471  C21 1.083
20 H -2.467 2.072 -0.085  N7 1.023
21 C 1.216 -0.385 -0.402  C5 1.622, C8 1.688, C10 1.593, H19 1.083
22 H 2.681 1.218 -0.520  C10 1.137

Output
SMILES	CC(C)[C@@H](N)c1[nH+]nco1
total charge	+1
spin multiplicity	1



Best to worst by energy: ii), iv), iii), i).